# C6H10NO2

A gas-phase ion, C6H10NO2 (charge +1) at a distorted geometry (the ωB97M-V functional and the def2-TZVPD basis, OMol25).

```
! RIJCOSX wB97M-V def2-TZVPD def2/J DEFGRID3
* xyz 1 3
O -1.7053 -1.5605 0.4315
O -2.6147 1.7329 0.1810
N 0.4883 0.6553 -1.1337
C 0.1919 0.1205 1.2502
C -1.9227 0.8078 -0.0596
C -1.7473 -0.5742 -0.4329
C -0.5054 0.4760 -0.0183
C 1.6017 -0.2010 -0.6337
C 1.6991 0.1078 0.9106
H -2.5342 -2.0690 0.4046
H -0.0058 0.3448 -1.9282
H 0.0246 -0.8424 1.5362
H 2.2613 1.0135 1.1718
H 2.4055 0.1926 -1.2783
H 0.6147 1.6547 -1.3237
H -0.0292 0.8563 1.9763
H 1.4857 -1.2467 -0.9930
H 2.2803 -0.6949 1.4182
H -1.9886 -0.7737 -1.4790
*
```

Properties
HOMO-LUMO gap (spin up / spin down)	7.6 / 7.8	eV
energy above the lowest of the compared OMol25 structures with the same formula, charge and spin	162.6	kJ/mol
E_LUMO (spin up / spin down)	-3.3 / -6.7	eV
HOMO (spin up / spin down)	-10.89 / -14.43	eV


# C24H48Cl2P2PdSe

A molecular structure, C24H48Cl2P2PdSe at a distorted geometry (the ωB97M-V functional and the def2-TZVPD basis, OMol25).

```
! RIJCOSX wB97M-V def2-TZVPD def2/J DEFGRID3
* xyz 0 5
Pd -1.1342 0.1915 0.6836
Se 0.0316 2.3032 1.5333
Cl -0.0103 0.8681 -1.4806
Cl 0.3109 -1.5282 1.5243
P 3.5679 0.4603 -0.9977
P -2.8609 -0.6551 -0.7765
C -1.5154 -2.4230 -2.5632
C 4.1466 -1.1349 1.2332
C -0.5293 0.5684 5.2348
C 2.6597 -2.1515 -1.4634
C 3.4319 -0.9709 -2.0850
C 5.2810 2.5284 -1.6324
C -1.8391 0.9824 5.5382
C -3.5926 0.9665 -1.2740
C 3.8620 2.0123 -1.8774
C 0.1169 1.0607 4.1069
C -2.4813 1.9222 4.7167
C -2.7991 -1.6052 -2.3698
C -3.5228 2.0996 -0.2647
C -3.6377 -1.6592 0.5613
C -5.0201 0.7973 -1.7979
C 4.8323 -1.3110 -2.5913
C -1.8327 2.4491 3.6104
C -4.0482 -2.4565 -2.5908
C 4.4190 0.2411 0.5994
C 3.9988 1.3575 1.5738
C 2.7613 3.0295 -1.5451
C -2.8800 -2.9796 0.6895
C -3.5835 -0.8823 1.8811
C -0.5554 1.9607 3.2532
H -3.4920 2.2579 4.9526
H -4.9745 -1.8779 -2.5279
H 6.0349 1.7505 -1.8142
H 2.9193 1.3300 1.7856
H 5.5352 -1.4976 -1.7662
H 4.5422 1.1928 2.5123
H -2.7815 -0.7987 -3.1229
H 2.8150 -0.5821 -2.9189
H 5.4633 3.3510 -2.3338
H -3.8633 -1.5578 2.6943
H -1.8136 -2.7855 0.8807
H 3.3156 -2.7920 -0.8640
H 4.6215 -1.1558 2.2231
H 2.2470 -2.7598 -2.2788
H -4.2339 1.9707 0.5602
H 4.2688 2.3530 1.2009
H -5.6548 0.2775 -1.0653
H -1.3767 -3.1872 -1.7851
H 4.5731 -1.9619 0.6510
H 1.7721 2.5994 -1.7516
H -0.6340 -1.7730 -2.5829
H 2.7734 3.3308 -0.4907
H -0.0188 -0.1349 5.8880
H -2.3195 3.1649 2.9460
H 2.8979 3.9218 -2.1618
H -1.5762 -2.9422 -3.5296
H 4.7768 -2.2150 -3.2008
H -2.3497 0.5851 6.4130
H -2.5042 2.2199 0.1381
H -3.7788 3.0334 -0.7741
H -3.2549 -3.5178 1.5664
H -1.3932 -0.9843 -0.5701
H 3.0650 -1.2963 1.3690
H -2.5457 -0.5448 2.1071
H 1.8191 -1.8108 -0.8371
H -5.0549 0.2600 -2.7520
H -3.9926 -2.8858 -3.5993
H -2.9819 -3.6369 -0.1792
H -5.4573 1.7906 -1.9720
H 3.7643 1.7273 -2.9417
H 1.0964 0.6870 3.8107
H 5.4160 2.9205 -0.6171
H 5.2338 -0.5034 -3.2189
H -4.6863 -1.8439 0.2710
H -4.1168 -3.2883 -1.8794
H -2.9251 1.2288 -2.1119
H 5.4914 0.3493 0.3596
H -4.2391 -0.0099 1.8879
*
```

Properties
HOMO-LUMO gap (spin up / spin down)	2.8 / 4.9	eV
E_LUMO (spin up / spin down)	0.3 / -1.9	eV
HOMO (spin up / spin down)	-2.45 / -6.81	eV


Short version: electronic energy = -11956.0895, -138110.2001 eV, in the order given.